{"formula": "C4H13N2O2", "method": "ωB97M-V with the def2-TZVPD basis set", "symbols": ["O", "O", "N", "N", "C", "C", "C", "C", "H", "H", "H", "H", "H", "H", "H", "H", "H", "H", "H", "H", "H"], "coordinates": [[0.453, 1.439, 1.559], [0.349, 3.722, 2.498], [0.729, 1.150, -1.009], [-0.733, -3.053, -1.128], [-0.300, 0.246, -0.427], [0.385, -1.104, -0.100], [-0.696, 1.117, 0.861], [0.258, -2.037, -1.363], [1.232, 1.782, -0.384], [-0.988, -3.660, -1.893], [0.486, 2.797, 1.934], [-1.183, 0.335, -1.073], [-1.520, -2.729, -0.554], [1.270, -2.370, -1.490], [-0.072, -1.692, 0.748], [-0.035, -1.425, -2.206], [1.493, 0.596, -1.408], [-1.093, 2.076, 0.407], [-0.037, 3.216, 3.225], [1.359, -0.954, 0.306], [-1.358, 0.547, 1.496]], "atomic_forces_ev_per_a": [[-0.2, -0.3, 0.2], [0.0, -0.8, -0.2], [0.8, -0.5, -2.1], [-0.2, -0.8, 1.0], [1.5, 2.7, 2.5], [-3.1, -0.9, -0.3], [2.2, 0.4, -0.9], [0.3, 1.3, 1.2], [-1.0, -0.6, 0.8], [-0.1, 0.4, 0.0], [-0.1, 0.4, 0.2], [0.2, -1.2, -0.1], [0.5, -0.2, -0.7], [0.3, -1.1, -0.6], [-0.2, 0.7, -0.7], [0.3, 0.4, -0.4], [-0.5, 0.2, -0.1], [-0.6, -0.9, 0.5], [0.0, 0.5, 0.3], [0.9, 0.4, -0.4], [-1.0, -0.2, 0.1]], "e_tot_ha": -420.16661, "e_lumo_ev": 3.624, "spin_multiplicity": 1, "e_above_lowest_kcal_mol": 32.77, "homo_ev": -3.5, "total_charge": -1}